A 3-piece molecular cluster, C3H11N4 overall. Source: OMol25; level of theory: the ωB97M-V functional and the def2-TZVPD basis.

Output
E_LUMO (alpha / beta), eV: -4.6 / -4.6
Total charge: +1
ΔE to the lowest compared entry with this formula, charge and spin, kJ/mol: 455.4
HOMO energy (alpha / beta), Eh: -0.51785 / -0.51786
Frontier orbital gap (alpha / beta), eV: 9.52 / 9.52

Cartesian coordinates (Å):
1 C 1.6534 2.5445 3.3200
2 C -1.4774 -2.3983 -2.1693
3 C 0.2792 0.6180 0.4981
4 N 1.8875 1.7357 2.4453
5 N -0.3781 0.4718 -0.6358
6 N 0.2414 1.6156 1.3512
7 N -0.1802 -1.8139 -1.8185
8 H 2.5105 2.7573 3.7955
9 H 0.8710 3.3189 3.3759
10 H -2.1157 -1.6920 -2.6293
11 H -1.3561 -3.2653 -2.6989
12 H -2.0370 -2.7172 -1.2237
13 H 0.7660 -0.2674 0.7908
14 H -0.2969 -0.5771 -1.0004
15 H -0.9940 1.3343 -0.9223
16 H -0.1505 2.5818 1.3305
17 H 0.5420 -1.6745 -2.5153
18 H 0.2349 -2.5722 -1.2939